# 1
84
Properties=species:S:1:pos:R:3:forces:R:3:mulliken_charge:R:1 method="wB97M-V/def2-TZVPD" gap_ha=0.16516 lumo_energy_ev=4.1 e_tot_ev=-80925.2244 total_charge=-2 homo_energy_ha=-0.0142
Pd -0.247169 -0.512439 0.716757 0.1 -0.2 0.4 -1.24
O 4.714431 1.109893 2.140046 0.0 0.0 0.0 -0.60
C 3.363730 0.983112 2.387474 0.1 0.0 0.0 0.70
C 2.476802 1.995637 2.065637 0.1 0.1 0.0 -0.56
C 1.134501 1.804283 2.345635 -0.3 0.3 0.0 -0.65
N 0.653195 0.656505 2.827743 -0.1 0.0 0.0 -0.71
C 1.521349 -0.316501 3.130671 -0.1 -0.2 0.0 0.39
C 2.897542 -0.172185 2.969897 0.0 -0.1 0.1 -0.55
C 0.999337 -1.679449 3.660842 -0.3 -0.2 -0.5 0.26
O 1.655332 -2.153383 4.604892 0.0 0.0 0.1 -0.79
O 0.027487 -2.185494 3.033432 0.4 0.4 0.2 -0.64
C 0.176659 3.004408 2.139194 0.1 -0.2 -0.2 2.05
O 1.011854 4.152729 2.246033 0.0 0.0 0.0 -0.57
O -0.746883 3.100396 3.142107 0.1 -0.1 0.0 -0.51
H 4.851208 1.974334 1.737829 0.0 0.0 0.0 0.27
H 2.815743 2.937162 1.654087 0.0 0.0 0.0 0.40
H 3.555308 -0.974027 3.271786 0.0 0.0 0.0 0.50
O 0.280171 0.599705 -2.149339 0.0 0.1 0.1 -0.13
C 0.943097 -0.382386 -2.848042 -0.1 0.1 0.0 -0.74
C 1.517915 -0.043125 -4.075327 -0.1 0.0 0.1 -0.07
C 2.215939 -0.984679 -4.805188 0.0 0.0 0.0 -0.47
C 2.359517 -2.270817 -4.299701 0.0 0.0 0.0 -1.12
C 1.837586 -2.572964 -3.055815 0.0 0.0 0.0 -0.10
C 1.123250 -1.645069 -2.286315 0.1 -0.2 0.0 0.16
P 0.670985 -2.069120 -0.517136 0.2 0.2 -0.3 2.48
C -0.248164 -3.642570 -0.707822 0.0 0.0 0.1 0.33
C -0.688668 -4.206130 -1.899976 0.0 0.0 0.0 -0.55
C -1.444685 -5.374589 -1.893971 0.0 0.0 0.0 -0.62
C -1.761013 -5.992206 -0.694797 0.0 0.0 0.0 -0.50
C -1.337996 -5.426133 0.503877 0.0 0.0 0.0 -0.68
C -0.600068 -4.253899 0.505172 0.0 0.1 0.0 -0.72
C 2.368035 -2.684521 -0.105224 -0.1 -0.1 0.0 0.68
C 2.755211 -4.016821 -0.004135 0.0 0.0 0.0 -0.23
C 4.063810 -4.349897 0.323984 0.0 0.0 0.0 -0.66
C 5.001104 -3.353297 0.554511 0.0 0.0 0.0 -0.58
C 4.621388 -2.019415 0.467684 0.0 0.0 0.0 -0.44
C 3.313839 -1.692861 0.147705 0.0 0.1 0.0 -1.00
C -0.972147 1.024003 -2.515748 -0.1 0.0 0.1 0.87
C -1.452690 0.898662 -3.814824 0.0 0.0 0.0 -0.91
C -2.691044 1.431566 -4.149997 0.0 0.0 0.0 -0.85
C -3.451365 2.087425 -3.197995 0.0 0.0 0.0 -0.98
C -2.983700 2.155563 -1.891420 -0.1 0.0 0.0 -0.08
C -1.761712 1.611365 -1.509579 0.1 -0.1 0.0 -0.57
P -1.319874 1.411532 0.281113 -0.2 0.2 0.0 2.26
C -0.526116 3.004868 0.746878 0.1 -0.2 0.2 -1.21
C -0.644981 4.070480 -0.056894 0.0 0.1 -0.1 0.60
C -0.357199 5.488364 0.180947 0.0 -0.1 0.0 -0.77
C -0.102828 6.038480 1.368593 0.1 0.0 0.1 -0.60
C 0.131733 5.221192 2.610913 0.0 0.0 -0.1 0.34
C -1.147322 4.562373 3.170055 -0.1 0.1 0.0 -1.12
C -3.010928 1.548854 1.000452 0.1 0.1 -0.1 -0.03
C -3.468699 2.659761 1.700323 0.1 0.1 0.1 0.31
C -4.762177 2.665304 2.213924 0.0 0.0 0.0 -0.92
C -5.606063 1.581681 2.025926 0.0 0.0 0.0 -0.50
C -5.143313 0.463377 1.337268 0.0 0.0 0.0 -0.59
C -3.850713 0.444772 0.842824 0.1 -0.1 0.0 -0.45
H 1.403443 0.975320 -4.424392 0.0 0.0 0.0 0.57
H 2.657878 -0.718894 -5.757992 0.0 0.0 0.0 0.37
H 2.906103 -3.020800 -4.858299 0.0 0.0 0.0 0.40
H 2.006211 -3.558797 -2.639344 0.0 0.0 0.0 0.55
H -0.452442 -3.728524 -2.843440 0.0 0.0 0.0 0.38
H -1.787705 -5.796697 -2.831789 0.0 0.0 0.0 0.38
H -2.349688 -6.902427 -0.690746 0.0 0.0 0.0 0.34
H -1.602191 -5.889136 1.446883 0.0 0.0 0.0 0.44
H -0.317095 -3.779673 1.445130 0.0 0.0 0.0 0.44
H 2.026679 -4.803023 -0.165189 0.0 0.0 0.0 0.33
H 4.346431 -5.392363 0.412927 0.0 0.0 0.0 0.37
H 6.017480 -3.614219 0.824322 0.0 0.0 0.0 0.36
H 5.331243 -1.229348 0.680217 0.0 0.0 0.0 0.37
H 3.001964 -0.652466 0.115085 0.0 0.0 0.0 0.27
H -0.867504 0.385101 -4.564455 0.0 0.0 0.0 0.52
H -3.055512 1.332108 -5.166076 0.0 0.0 0.0 0.36
H -4.411045 2.515288 -3.459840 0.0 0.0 0.0 0.41
H -3.598758 2.611406 -1.124754 0.0 0.0 -0.1 0.51
H -1.134606 3.893798 -1.012237 0.0 0.1 0.0 0.22
H -0.520564 6.141135 -0.671473 0.0 0.0 0.0 0.33
H -0.053205 7.121795 1.451131 0.0 0.0 0.0 0.24
H 0.670418 5.834007 3.348509 0.0 0.0 0.0 0.42
H -1.171255 4.767843 4.247982 0.0 -0.1 0.0 0.13
H -2.817604 3.512697 1.906605 0.0 0.0 0.0 0.17
H -5.094675 3.528906 2.778627 0.0 0.0 0.0 0.43
H -6.612024 1.593313 2.430569 0.0 0.0 0.0 0.34
H -5.783472 -0.401264 1.206478 0.0 0.0 0.0 0.38
H -3.469047 -0.438901 0.338589 0.0 0.0 0.0 0.37



# 2
18
Properties=species:S:1:pos:R:3:forces:R:3:nbo_charge:R:1 method="wB97M-V/def2-TZVPD" gap_ha=0.34245 lumo_energy_ev=-3.8 e_tot_ev=-6862.3004 total_charge=+1 homo_energy_ha=-0.4823
C 0.396858 2.732508 -1.284651 0.8 0.3 -0.3 -0.34
C 0.498966 1.630093 -0.565494 -0.9 -0.1 0.0 -0.22
C -0.169360 0.328418 -0.941851 0.2 0.3 0.0 -0.45
C -0.979710 -0.250055 0.215248 -0.3 0.1 -0.2 -0.44
C -0.199349 -0.950390 1.298374 -0.9 -0.5 0.5 -0.22
N 0.527100 -2.181243 0.765945 0.2 0.3 0.5 -0.68
H -0.062906 2.773860 -2.266496 -0.2 -0.2 0.1 0.20
H 0.928773 3.630211 -0.990845 -0.2 0.0 0.1 0.21
H 0.951612 1.680437 0.419961 0.3 -0.1 -0.1 0.19
H 0.612314 -0.348596 -1.305261 -0.1 -0.3 0.1 0.19
H -0.846196 0.447975 -1.787052 0.1 0.3 -0.1 0.24
H -1.570518 0.538028 0.686733 0.3 0.2 0.1 0.26
H -1.779502 -0.908153 -0.150423 0.3 -0.3 0.0 0.23
H 0.487061 -0.368832 1.902905 0.4 0.2 -0.4 0.24
H -0.905381 -1.335026 2.023428 -0.2 -0.2 0.1 0.23
H 0.083428 -2.545979 -0.079209 0.1 0.1 -0.1 0.45
H 0.521081 -2.920141 1.470469 0.0 0.0 -0.1 0.45
H 1.505729 -1.953114 0.588218 0.0 -0.1 -0.4 0.45